{
  "formula": "C32H53F3N6NaO6PS5",
  "method": "ωB97M-V with the def2-TZVPD basis set",
  "homo_lumo_gap_ev": 6.2,
  "multiplicity": 1,
  "energy_ev": -131312.8769,
  "mol_weight_da": 889.105,
  "total_charge": -2,
  "e_homo_ha": -0.093,
  "relative_energy_kj_mol": 0.0,
  "fmax_ev_per_a": 0.47,
  "symbols": ["Na", "C", "C", "S", "C", "C", "S", "C", "C", "S", "C", "C", "S", "H", "H", "H", "H", "H", "H", "H", "H", "H", "H", "H", "H", "H", "H", "H", "H", "C", "C", "N", "C", "C", "C", "S", "N", "C", "O", "C", "C", "C", "C", "C", "C", "H", "H", "H", "H", "H", "H", "H", "H", "H", "H", "H", "H", "H", "H", "H", "F", "C", "F", "F", "C", "O", "O", "C", "N", "C", "P", "O", "N", "C", "C", "N", "C", "C", "H", "H", "H", "H", "H", "H", "H", "H", "H", "H", "H", "H", "H", "H", "H", "H", "H", "H", "O", "C", "C", "C", "C", "O", "N", "H", "H", "H", "H"],
  "positions_angstrom": [[0.596, -0.898, -0.861], [-0.341, -3.214, 2.599], [-1.380, -2.339, 3.321], [-1.769, -0.894, 2.299], [-3.045, -0.151, 3.343], [-3.660, 1.077, 2.643], [-3.621, 1.126, 0.833], [-4.977, 0.032, 0.350], [-4.801, -1.460, 0.617], [-3.540, -2.234, -0.423], [-3.196, -3.656, 0.656], [-1.825, -4.267, 0.405], [-0.393, -3.250, 0.793], [-0.385, -4.236, 2.988], [0.660, -2.829, 2.802], [-0.973, -2.026, 4.289], [-2.296, -2.904, 3.526], [-2.622, 0.165, 4.302], [-3.808, -0.907, 3.560], [-3.074, 1.960, 2.899], [-4.684, 1.235, 2.994], [-5.097, 0.219, -0.723], [-5.897, 0.367, 0.840], [-5.765, -1.957, 0.467], [-4.508, -1.615, 1.657], [-3.958, -4.429, 0.512], [-3.271, -3.305, 1.686], [-1.696, -4.464, -0.658], [-1.748, -5.220, 0.937], [0.755, 6.236, 1.236], [1.385, 4.980, 0.642], [0.544, 4.323, -0.340], [0.698, 4.693, -1.740], [-0.318, 5.725, -2.221], [-0.383, 3.372, 0.005], [-0.534, 2.861, 1.627], [-1.199, 3.009, -0.989], [-1.412, 1.751, -1.373], [-0.661, 0.786, -1.195], [-2.644, 1.531, -2.215], [-2.809, 0.301, -2.840], [-3.943, 0.048, -3.600], [-4.923, 1.022, -3.731], [-4.763, 2.255, -3.105], [-3.625, 2.509, -2.354], [1.403, 6.661, 2.008], [-0.200, 5.973, 1.693], [0.584, 7.000, 0.475], [1.579, 4.269, 1.442], [2.337, 5.219, 0.159], [0.611, 3.791, -2.344], [1.713, 5.078, -1.865], [-1.324, 5.349, -2.038], [-0.202, 5.896, -3.294], [-0.195, 6.681, -1.706], [-2.034, -0.447, -2.727], [-4.052, -0.914, -4.087], [-5.812, 0.824, -4.322], [-5.529, 3.018, -3.202], [-3.483, 3.456, -1.848], [-0.771, -5.152, -4.028], [-1.659, -4.153, -3.792], [-2.381, -4.019, -4.922], [-2.519, -4.628, -2.862], [-0.919, -2.833, -3.361], [-0.674, -2.070, -4.299], [-0.653, -2.770, -2.146], [1.268, 0.390, 3.856], [2.576, 0.342, 3.224], [3.508, 1.321, 3.732], [2.784, -0.497, 1.802], [1.486, -0.816, 1.173], [3.615, -1.888, 2.169], [4.657, -1.927, 3.163], [3.614, -3.001, 1.223], [3.808, 0.487, 0.947], [4.853, -0.062, 0.092], [3.174, 1.689, 0.392], [0.872, 1.411, 3.833], [1.332, 0.054, 4.900], [0.565, -0.228, 3.305], [3.118, 2.340, 3.603], [4.458, 1.250, 3.209], [3.679, 1.164, 4.806], [4.475, -1.180, 3.936], [5.658, -1.755, 2.739], [4.668, -2.913, 3.640], [2.905, -2.830, 0.417], [3.346, -3.929, 1.739], [4.598, -3.133, 0.761], [5.380, -0.864, 0.610], [5.573, 0.734, -0.124], [4.453, -0.452, -0.846], [2.308, 1.971, 0.995], [2.834, 1.510, -0.632], [3.896, 2.515, 0.397], [3.139, -4.109, -1.908], [2.893, -3.058, -2.489], [2.704, -2.974, -4.010], [2.551, -1.484, -4.267], [2.659, -0.882, -2.866], [2.616, 0.332, -2.650], [2.788, -1.830, -1.905], [1.816, -3.547, -4.281], [3.565, -3.434, -4.500], [1.571, -1.223, -4.666], [3.321, -1.052, -4.910]],
  "atomic_forces_ev_per_a": [[0.0, -0.4, -0.3], [-0.1, 0.0, 0.1], [0.0, 0.1, 0.0], [0.0, 0.0, 0.0], [0.0, 0.0, 0.0], [0.1, -0.1, 0.0], [0.0, 0.0, 0.0], [-0.1, 0.0, 0.0], [0.0, 0.0, 0.1], [0.0, -0.1, 0.0], [-0.1, 0.1, 0.0], [0.0, 0.0, 0.0], [0.2, 0.0, -0.1], [0.0, 0.0, 0.0], [0.0, 0.0, 0.0], [0.0, 0.0, 0.0], [0.0, 0.0, 0.0], [0.0, 0.0, 0.0], [0.0, 0.0, 0.0], [0.0, 0.0, 0.0], [0.0, 0.0, 0.0], [0.0, 0.0, 0.0], [0.0, 0.0, 0.0], [0.0, 0.0, 0.0], [0.0, 0.0, 0.0], [0.0, 0.0, 0.0], [0.0, 0.0, 0.0], [0.0, 0.0, 0.0], [0.0, 0.0, 0.0], [0.0, 0.0, 0.0], [0.0, 0.0, 0.0], [0.0, -0.1, 0.0], [0.0, 0.0, 0.0], [0.0, 0.0, 0.0], [0.0, 0.2, 0.0], [0.0, 0.0, 0.0], [-0.1, -0.2, 0.0], [0.2, 0.2, 0.0], [-0.1, 0.2, 0.2], [-0.1, 0.0, 0.0], [0.0, 0.0, 0.0], [0.0, 0.0, 0.0], [0.0, 0.0, 0.0], [0.0, 0.0, 0.0], [0.0, 0.0, 0.0], [0.0, 0.0, 0.0], [0.0, 0.0, 0.0], [0.0, 0.0, 0.0], [0.0, 0.0, 0.0], [0.0, 0.0, 0.0], [0.0, 0.0, 0.0], [0.0, 0.0, 0.0], [0.0, 0.0, 0.0], [0.0, 0.0, 0.0], [0.0, 0.0, 0.0], [0.0, 0.0, 0.0], [0.0, 0.0, 0.0], [0.0, 0.0, 0.0], [0.0, 0.0, 0.0], [0.0, 0.0, 0.0], [0.0, 0.0, 0.0], [0.0, 0.0, 0.0], [0.0, 0.0, 0.0], [0.0, 0.0, 0.0], [0.1, 0.0, 0.0], [0.0, 0.0, 0.1], [0.0, 0.1, -0.1], [0.0, 0.0, 0.0], [0.0, 0.1, 0.0], [0.0, 0.0, 0.0], [0.0, 0.1, 0.0], [0.0, -0.1, 0.2], [0.0, 0.0, 0.0], [0.0, 0.0, 0.0], [0.0, 0.0, 0.0], [0.0, 0.0, 0.0], [0.0, 0.0, 0.0], [0.0, 0.0, 0.0], [0.0, 0.0, 0.0], [0.0, 0.0, 0.0], [0.0, 0.0, 0.0], [0.0, 0.0, 0.0], [0.0, 0.0, 0.0], [0.0, 0.0, 0.0], [0.0, 0.0, 0.0], [0.0, 0.0, 0.0], [0.0, 0.0, 0.0], [0.0, 0.0, 0.0], [0.0, 0.0, 0.0], [0.0, 0.0, 0.0], [0.0, 0.0, 0.0], [0.0, 0.0, 0.0], [0.0, 0.0, 0.0], [0.0, 0.0, 0.0], [0.0, 0.0, 0.0], [0.0, 0.0, 0.0], [0.0, 0.0, 0.0], [0.0, 0.0, 0.0], [0.0, 0.0, 0.0], [0.0, 0.0, 0.0], [0.0, 0.0, 0.0], [0.0, 0.0, 0.0], [0.0, 0.0, 0.1], [0.0, 0.0, 0.0], [0.0, 0.0, 0.0], [0.0, 0.0, 0.0], [0.0, 0.0, 0.0]],
  "lowdin_charge": [0.22, -0.52, -0.52, 0.85, -0.52, -0.54, 0.87, -0.52, -0.55, 0.88, -0.53, -0.52, 0.90, 0.07, 0.05, 0.07, 0.06, 0.07, 0.06, 0.02, 0.07, 0.06, 0.07, 0.07, 0.04, 0.07, 0.04, 0.04, 0.08, -0.09, -0.28, -0.13, -0.21, -0.08, -0.77, 0.61, 0.08, -0.51, -0.02, -0.16, -0.02, -0.08, -0.12, -0.11, -0.06, 0.06, 0.06, 0.05, 0.05, 0.11, 0.12, 0.11, 0.06, 0.07, 0.05, 0.10, 0.10, 0.09, 0.09, 0.10, 0.11, -0.52, 0.11, 0.10, -0.61, 0.02, -0.03, -0.12, -0.29, -0.14, 0.54, -0.30, -0.30, -0.13, -0.10, -0.28, -0.09, -0.09, 0.05, 0.08, 0.02, 0.08, 0.07, 0.07, 0.06, 0.07, 0.08, 0.05, 0.08, 0.08, 0.06, 0.08, 0.06, 0.05, 0.07, 0.08, -0.01, -0.51, -0.10, -0.10, -0.53, -0.01, 0.13, 0.10, 0.10, 0.10, 0.10]
}


{
  "formula": "C32H54AlBeBrCl3CsF4MgN3O12PSi2",
  "method": "ωB97M-V with the def2-TZVPD basis set",
  "homo_lumo_gap_ev": 1.3,
  "multiplicity": 1,
  "energy_ev": -219590.6595,
  "mol_weight_da": 1215.398,
  "e_homo_ha": -0.225,
  "fmax_ev_per_a": 18.66,
  "symbols": ["C", "C", "C", "C", "C", "C", "C", "C", "C", "C", "C", "C", "C", "Si", "Cl", "C", "C", "O", "C", "C", "O", "Si", "C", "C", "C", "C", "C", "N", "P", "O", "O", "H", "H", "H", "H", "H", "H", "H", "H", "H", "H", "H", "H", "H", "H", "H", "H", "H", "H", "H", "H", "H", "H", "H", "H", "H", "H", "H", "H", "H", "H", "H", "H", "H", "H", "H", "H", "H", "H", "H", "H", "H", "H", "H", "Mg", "F", "Al", "F", "F", "F", "C", "C", "O", "N", "C", "H", "H", "H", "H", "H", "H", "H", "C", "Cl", "Cl", "H", "H", "C", "C", "C", "O", "C", "C", "C", "O", "O", "O", "H", "H", "Be", "N", "O", "O", "O", "Cs", "Br"],
  "positions_angstrom": [[9.443, -0.824, 2.346], [8.938, -1.090, 0.794], [8.875, -2.709, 0.529], [7.898, -3.156, -0.722], [6.309, -2.784, -0.475], [5.603, -2.712, -1.970], [3.990, -2.505, -1.722], [3.358, -4.028, -1.474], [1.857, -4.008, -2.141], [0.855, -4.802, -1.111], [-0.390, -3.754, -0.726], [-1.384, -4.622, 0.301], [-2.972, -4.334, 0.011], [-3.685, -2.756, 0.852], [-5.802, -3.060, 1.058], [-2.983, -2.667, 2.684], [-3.976, -3.375, 3.785], [-4.344, -4.767, 3.477], [-3.600, -5.735, 4.301], [-3.016, -6.881, 3.234], [-3.229, -1.235, 0.097], [-4.252, -0.833, -1.274], [-6.005, -0.157, -0.798], [-7.084, 0.089, -1.989], [-8.640, 0.641, -1.808], [-8.971, 0.959, -0.198], [-7.741, 0.687, 0.834], [-6.364, 0.161, 0.614], [-4.498, -2.432, -2.758], [-5.523, -3.719, -2.187], [-2.956, -3.014, -3.347], [8.470, -0.816, 3.029], [10.060, 0.174, 2.466], [10.133, -1.736, 2.654], [9.713, -0.566, 0.064], [7.916, -0.529, 0.657], [8.520, -3.243, 1.511], [9.992, -3.068, 0.338], [8.307, -2.706, -1.737], [7.971, -4.334, -0.809], [5.777, -3.564, 0.235], [6.168, -1.715, 0.010], [5.815, -3.737, -2.540], [6.039, -1.806, -2.604], [3.448, -1.996, -2.636], [3.777, -1.815, -0.779], [3.379, -4.306, -0.334], [3.985, -4.832, -2.077], [1.425, -2.907, -2.254], [1.827, -4.531, -3.188], [1.387, -5.173, -0.128], [0.437, -5.768, -1.653], [-1.005, -3.625, -1.716], [-0.011, -2.752, -0.252], [-1.058, -4.536, 1.422], [-1.195, -5.761, -0.003], [-3.132, -4.404, -1.145], [-3.566, -5.258, 0.478], [-1.865, -3.012, 2.759], [-2.980, -1.503, 2.945], [-3.447, -3.266, 4.835], [-4.949, -2.689, 3.852], [-4.357, -6.291, 5.013], [-2.658, -5.299, 4.844], [-2.943, -7.941, 3.740], [-1.976, -6.503, 2.830], [-3.764, -6.851, 2.313], [-3.574, 0.285, -1.978], [-6.724, -0.150, -3.097], [-9.399, 0.815, -2.680], [-10.043, 1.357, 0.143], [-7.993, 0.960, 1.971], [-5.074, -4.614, -2.211], [-2.234, -2.324, -3.216], [-5.443, 1.291, -3.195], [-6.542, 3.818, 3.027], [-5.143, 4.119, 1.933], [-4.736, 5.874, 1.949], [-5.572, 3.618, 0.258], [-3.722, 3.168, 2.499], [-4.749, 10.097, -1.894], [-4.994, 8.795, -1.184], [-5.798, 7.964, -1.600], [-4.290, 8.545, -0.042], [-3.310, 9.385, 0.604], [-5.381, 10.151, -2.785], [-5.003, 10.934, -1.239], [-3.703, 10.161, -2.207], [-4.510, 7.650, 0.379], [-2.370, 8.830, 0.657], [-3.659, 9.596, 1.617], [-3.149, 10.323, 0.072], [2.918, 1.278, 0.779], [2.031, 1.335, -0.749], [4.330, 0.221, 0.655], [3.250, 2.287, 1.035], [2.256, 0.898, 1.560], [4.535, 3.384, -2.267], [5.638, 2.617, -2.232], [6.892, 3.377, -1.810], [7.999, 2.856, -1.640], [6.785, 4.844, -1.591], [5.683, 5.614, -1.638], [4.411, 4.833, -1.956], [3.279, 5.326, -1.978], [5.593, 6.866, -1.451], [5.742, 1.380, -2.497], [3.592, 2.930, -2.547], [7.736, 5.309, -1.363], [5.657, 2.446, 1.061], [-0.943, 1.519, 1.920], [-0.974, 2.738, 1.686], [-2.002, 0.875, 2.000], [0.147, 0.943, 2.074], [-6.643, 8.514, 0.225], [3.857, 5.047, 0.585]],
  "atomic_forces_ev_per_a": [[-0.3, -0.5, -0.3], [0.7, 0.4, 0.4], [0.1, 0.3, -0.2], [0.2, -0.4, 0.8], [0.5, 0.5, -1.2], [-0.4, 0.4, 0.8], [0.5, -1.0, -0.1], [-0.2, 1.1, -1.4], [-0.4, -0.7, 1.4], [-0.7, 0.7, -0.5], [-0.3, -2.3, 0.5], [0.5, -0.5, -1.1], [0.2, -1.6, -0.2], [1.4, 0.2, 1.6], [1.1, 0.4, -0.5], [-0.4, 1.0, 0.6], [0.2, 1.7, 0.4], [1.8, 1.0, 1.8], [0.4, -1.9, -1.1], [-0.4, 1.1, -0.1], [-3.0, -1.4, -1.6], [1.8, -0.6, 4.6], [-5.0, 1.8, 0.4], [-1.3, 0.9, 1.8], [3.1, -0.3, 5.1], [3.6, -1.5, -2.9], [-0.1, -0.2, -1.5], [-3.9, 0.9, -4.2], [-0.8, -1.5, -2.3], [2.8, 0.3, -0.8], [-1.0, 1.5, 1.4], [2.3, 0.0, -1.2], [-1.4, -2.0, -0.2], [-1.4, 2.0, -0.5], [-1.7, -1.3, 1.4], [1.9, -1.3, 0.1], [0.5, 1.0, -1.8], [-2.4, 0.7, 0.3], [-1.0, -0.7, 2.1], [-0.1, 2.4, 0.1], [1.1, 1.5, -1.6], [0.5, -2.2, -0.9], [-0.5, 2.3, 1.1], [-0.7, -2.0, 1.5], [1.2, -1.1, 1.7], [0.5, -1.6, -2.1], [-0.3, 0.6, -2.3], [-1.1, 1.7, 1.4], [1.2, -2.3, 0.2], [0.2, 1.1, 2.0], [-1.0, 0.9, -2.0], [0.6, 2.0, 1.2], [1.2, 0.2, 1.9], [-0.7, -1.9, -1.1], [-0.8, 0.1, -2.2], [-0.5, 2.4, 0.7], [0.4, 0.2, 2.1], [1.0, 2.1, -0.9], [-2.2, 0.5, -0.2], [0.1, -2.4, -0.5], [-1.1, -0.5, -2.0], [1.9, -1.8, -0.3], [1.6, 1.4, -1.1], [-2.1, -0.5, -0.8], [-0.1, 2.1, -1.2], [-2.0, -1.0, 0.8], [1.5, -0.4, 2.0], [-0.1, 0.0, -0.5], [-1.4, -0.6, 2.3], [1.8, -0.5, 1.8], [2.8, -1.0, -0.7], [0.9, -0.7, -2.8], [-0.5, 1.4, 0.2], [-1.2, -1.2, 0.0], [0.6, 0.9, 0.2], [1.5, 0.6, -1.6], [0.8, -1.4, 0.8], [-0.7, -1.0, -0.5], [0.3, 0.8, 1.6], [-2.5, 1.7, -0.8], [-0.3, 0.0, -0.1], [7.0, -0.1, -4.1], [3.6, -1.3, -6.0], [2.1, 0.1, -2.6], [0.3, -0.1, 0.3], [0.1, -0.1, 0.2], [0.2, 0.1, -0.1], [-0.1, 0.1, 0.2], [1.2, -0.5, 0.2], [0.0, 0.2, 0.1], [0.2, 0.1, 0.0], [-0.1, -0.2, 0.0], [-1.2, 0.3, 0.1], [0.2, 0.0, 0.3], [1.0, 0.6, 0.2], [-0.1, 0.0, -0.2], [0.0, 0.0, -0.3], [-3.3, 2.7, -0.3], [4.0, -3.3, -0.4], [1.4, 0.9, 0.6], [-1.3, 0.0, -0.3], [3.1, -2.7, 0.0], [-3.9, 4.1, -0.1], [-1.5, -0.8, -0.8], [1.5, -0.1, -1.0], [0.8, -2.8, -0.6], [-0.6, 2.3, 0.7], [0.0, 0.0, 0.1], [0.0, 0.0, 0.0], [-0.8, 0.7, -0.3], [-0.8, 0.6, -0.1], [0.2, -0.5, -0.1], [0.4, -0.1, -0.1], [0.5, -0.4, 0.1], [-14.0, 1.0, 12.3], [0.6, -1.7, 2.3]],
  "lowdin_charge": [-0.16, -0.26, -0.23, -0.22, -0.21, -0.22, -0.22, -0.20, -0.22, -0.22, -0.18, -0.24, -0.28, 0.23, 0.35, -0.22, -0.28, -0.26, -0.24, -0.10, -0.38, 0.34, -0.34, -0.23, 0.00, 0.00, -0.04, 0.05, 0.78, -0.38, -0.37, 0.08, 0.08, 0.08, 0.12, 0.08, 0.11, 0.12, 0.12, 0.11, 0.12, 0.06, 0.11, 0.12, 0.11, 0.06, 0.10, 0.11, 0.10, 0.11, 0.11, 0.11, 0.09, 0.13, 0.10, 0.11, 0.05, 0.09, 0.09, 0.11, 0.13, 0.12, 0.13, 0.13, 0.08, 0.07, 0.08, -0.04, -0.03, 0.10, 0.11, 0.14, 0.08, 0.07, 0.77, -0.27, 0.10, -0.26, -0.28, -0.23, 0.01, -0.94, -0.39, -0.22, -0.03, 0.10, 0.10, 0.11, 0.06, 0.12, 0.10, 0.09, -0.99, 0.58, 0.57, -0.09, 0.01, 0.08, -0.41, -0.36, 0.05, 0.11, -0.47, -0.53, -0.05, 0.05, 0.05, 0.11, 0.14, 0.64, -0.61, 0.02, 0.00, -0.05, 1.81, 0.32]
}